The following is a quantum chemistry calculation of a molecular structure, C26H52Cu2O21S4, from OMol25.

Last column: Löwdin charge in e.
Atoms and positions in Å:
1 Cu -0.317 -2.299 0.663  0.877
2 Cu -0.054 2.781 -1.079  0.918
3 S -0.229 0.204 -0.350  0.315
4 O 0.308 -0.338 0.914  -0.297
5 O -0.693 -1.030 -0.920  -0.268
6 O -1.238 1.238 -0.222  -0.239
7 O 0.779 0.870 -1.189  -0.279
8 C -2.429 -4.804 -2.379  -0.146
9 C -1.524 -6.002 -2.146  -0.126
10 C -0.539 -5.497 -1.075  -0.149
11 O -0.924 -4.162 -0.722  -0.184
12 C -1.733 -3.598 -1.782  -0.184
13 H -3.419 -5.004 -1.969  0.117
14 H -2.627 -4.648 -3.439  0.122
15 H -1.038 -6.365 -3.051  0.119
16 H -2.116 -6.859 -1.825  0.117
17 H 0.477 -5.435 -1.464  0.105
18 H -0.439 -6.244 -0.288  0.131
19 H -1.210 -3.105 -2.602  0.113
20 H -2.444 -2.891 -1.354  0.108
21 C 2.448 2.600 2.532  -0.139
22 C 1.486 3.637 3.106  -0.129
23 C 0.203 3.412 2.311  -0.137
24 O 0.691 3.117 0.994  -0.188
25 C 1.991 2.582 1.110  -0.226
26 H 2.209 1.601 2.899  0.100
27 H 3.500 2.852 2.663  0.137
28 H 1.959 4.612 2.989  0.125
29 H 1.319 3.571 4.182  0.129
30 H -0.400 4.317 2.381  0.122
31 H -0.323 2.558 2.739  0.112
32 H 2.660 3.342 0.705  0.132
33 H 2.155 1.555 0.783  0.111
34 C -4.192 -1.154 2.112  -0.132
35 C -4.355 -2.632 2.388  -0.143
36 C -3.828 -3.299 1.087  -0.110
37 O -2.597 -2.481 0.923  -0.235
38 C -3.104 -1.107 1.022  -0.172
39 H -3.959 -0.592 3.016  0.118
40 H -5.062 -0.697 1.640  0.119
41 H -5.251 -3.071 2.826  0.125
42 H -3.666 -2.971 3.163  0.112
43 H -4.540 -3.212 0.266  0.131
44 H -3.604 -4.361 1.185  0.131
45 H -3.350 -0.739 0.026  0.128
46 H -2.321 -0.451 1.404  0.089
47 C -2.470 5.872 0.893  -0.138
48 C -3.167 4.585 1.312  -0.138
49 C -3.054 3.723 0.063  -0.177
50 O -1.775 4.055 -0.440  -0.216
51 C -1.568 5.510 -0.297  -0.116
52 H -1.887 6.334 1.690  0.121
53 H -3.203 6.584 0.516  0.123
54 H -4.151 4.894 1.664  0.130
55 H -2.690 3.959 2.067  0.105
56 H -3.855 4.009 -0.619  0.141
57 H -3.109 2.668 0.332  0.118
58 H -1.762 6.151 -1.158  0.129
59 H -0.490 5.546 -0.140  0.111
60 C 3.781 -2.018 -0.916  -0.139
61 C 2.829 -1.935 -2.114  -0.101
62 C 1.733 -2.899 -1.585  -0.216
63 O 1.584 -2.677 -0.244  -0.202
64 C 2.830 -2.096 0.298  -0.101
65 H 4.393 -1.134 -0.732  0.106
66 H 4.436 -2.886 -0.987  0.126
67 H 3.293 -2.348 -3.010  0.128
68 H 2.514 -0.899 -2.238  0.098
69 H 2.098 -3.925 -1.538  0.134
70 H 0.812 -2.837 -2.166  0.110
71 H 3.300 -2.781 1.002  0.134
72 H 2.792 -1.078 0.687  0.113
73 C -1.054 -0.417 -5.311  -0.221
74 C -0.664 0.404 -4.088  -0.176
75 O -1.869 0.865 -3.495  -0.212
76 S -3.186 0.220 -4.224  0.686
77 O -3.864 1.193 -5.017  -0.199
78 O -4.019 -0.478 -3.282  -0.229
79 O -2.311 -0.858 -5.104  -0.156
80 H -0.324 -1.213 -5.462  0.145
81 H -1.071 0.182 -6.222  0.142
82 H -0.099 1.282 -4.401  0.129
83 H -0.083 -0.037 -3.278  0.094
84 C 1.081 -1.825 6.168  -0.208
85 C 2.258 -1.392 5.340  -0.181
86 O 1.734 -1.184 4.088  -0.190
87 S 0.167 -0.778 4.044  0.769
88 O -0.570 -1.609 3.080  -0.260
89 O -0.045 0.667 4.162  -0.218
90 O -0.072 -1.421 5.542  -0.156
91 H 1.168 -1.397 7.167  0.144
92 H 1.044 -2.894 6.376  0.140
93 H 3.062 -2.129 5.353  0.152
94 H 2.626 -0.444 5.733  0.140
95 C 3.934 2.405 -2.723  -0.158
96 C 4.575 3.691 -2.176  -0.215
97 O 5.570 3.349 -1.280  -0.169
98 S 6.180 1.864 -1.630  0.713
99 O 6.358 1.089 -0.426  -0.235
100 O 7.320 1.966 -2.528  -0.218
101 O 4.897 1.367 -2.545  -0.200
102 H 3.604 2.423 -3.762  0.138
103 H 3.063 2.214 -2.095  0.092
104 H 3.809 4.261 -1.650  0.116
105 H 4.909 4.463 -2.870  0.139

- multiplicity = 3
- net charge = +2
- Kohn-Sham gap (spin up / spin down) (eV) = 8.397 / 5.714
- HOMO energy (spin up / spin down) (eV) = -15.116 / -15.094
- largest force on an atom (eV/A) = 4.6
- <S²> = 2.005


The following is a quantum chemistry calculation of a molecular structure, C26H52O52S13, from OMol25.

Last column: Löwdin charge in e.
Atoms and positions in Å:
1 C 10.753 23.116 13.176  -0.205
2 C 10.704 21.909 14.121  -0.130
3 O 10.039 22.351 15.329  -0.233
4 S 9.458 23.867 15.232  0.742
5 O 10.250 24.870 15.948  -0.250
6 O 8.005 23.888 15.450  -0.250
7 O 9.739 23.957 13.585  -0.184
8 H 10.685 22.703 12.169  0.107
9 H 11.673 23.683 13.319  0.131
10 H 11.667 21.520 14.452  0.122
11 H 9.989 21.148 13.809  0.113
12 C 12.001 14.098 11.894  -0.224
13 C 12.106 13.364 10.604  -0.098
14 O 13.085 12.340 10.933  -0.189
15 S 14.117 12.810 11.991  0.721
16 O 15.509 13.118 11.477  -0.273
17 O 13.940 11.903 13.118  -0.242
18 O 13.321 14.249 12.263  -0.210
19 H 11.363 13.635 12.646  0.141
20 H 11.630 15.117 11.788  0.128
21 H 12.522 14.029 9.847  0.129
22 H 11.284 12.791 10.174  0.148
23 C 8.798 18.753 15.197  -0.185
24 C 7.561 17.875 15.372  -0.115
25 O 7.869 16.771 14.507  -0.191
26 S 8.729 17.230 13.248  0.695
27 O 7.931 17.779 12.136  -0.242
28 O 9.726 16.199 12.977  -0.256
29 O 9.472 18.482 13.989  -0.196
30 H 9.489 18.609 16.027  0.121
31 H 8.441 19.782 15.237  0.133
32 H 6.685 18.326 14.905  0.132
33 H 7.295 17.596 16.392  0.121
34 C 11.913 18.344 19.519  -0.209
35 C 12.991 19.172 18.837  -0.198
36 O 12.403 20.159 17.981  -0.182
37 S 11.004 20.535 18.751  0.721
38 O 9.949 20.707 17.775  -0.236
39 O 11.307 21.681 19.653  -0.250
40 O 10.817 19.177 19.603  -0.159
41 H 12.301 18.104 20.509  0.149
42 H 11.746 17.422 18.962  0.100
43 H 13.678 18.475 18.357  0.099
44 H 13.498 19.765 19.598  0.134
45 C 14.861 15.812 19.332  -0.205
46 C 15.570 14.499 18.794  -0.159
47 O 15.079 13.462 19.645  -0.184
48 S 13.760 13.891 20.503  0.735
49 O 14.109 14.278 21.849  -0.214
50 O 12.632 13.020 20.209  -0.234
51 O 13.633 15.293 19.598  -0.224
52 H 14.934 16.593 18.575  0.122
53 H 15.441 16.088 20.213  0.134
54 H 16.646 14.658 18.867  0.116
55 H 15.391 14.342 17.730  0.096
56 C 16.052 20.046 15.532  -0.134
57 C 17.088 21.183 15.926  -0.152
58 O 17.192 21.063 17.345  -0.208
59 S 16.918 19.428 17.819  0.769
60 O 16.585 19.388 19.266  -0.242
61 O 18.004 18.514 17.378  -0.260
62 O 15.707 19.398 16.775  -0.277
63 H 16.339 19.114 15.044  0.114
64 H 15.104 20.485 15.222  0.114
65 H 16.839 22.112 15.414  0.121
66 H 18.110 20.912 15.659  0.122
67 C 18.980 15.148 13.693  -0.259
68 C 18.169 13.869 13.833  -0.146
69 O 16.944 14.390 14.319  -0.229
70 S 17.200 15.615 15.467  0.839
71 O 17.740 15.081 16.714  -0.224
72 O 16.112 16.666 15.433  -0.269
73 O 18.494 16.105 14.496  -0.183
74 H 18.964 15.454 12.647  0.117
75 H 20.056 15.074 13.852  0.139
76 H 18.611 13.208 14.579  0.134
77 H 17.914 13.379 12.893  0.136
78 C 16.573 22.544 10.942  -0.196
79 C 17.104 22.405 12.347  -0.215
80 O 16.571 21.161 12.760  -0.208
81 S 15.074 20.828 11.981  0.766
82 O 13.910 20.754 12.814  -0.215
83 O 15.399 19.694 11.069  -0.247
84 O 15.245 22.203 11.125  -0.184
85 H 17.162 21.842 10.352  0.144
86 H 16.726 23.608 10.762  0.151
87 H 16.896 23.232 13.025  0.129
88 H 18.187 22.517 12.310  0.140
89 C 12.670 20.802 8.826  -0.212
90 C 11.739 19.780 8.058  -0.144
91 O 10.668 19.570 8.937  -0.212
92 S 10.887 20.274 10.483  0.791
93 O 11.629 19.330 11.352  -0.268
94 O 9.656 20.845 11.026  -0.227
95 O 11.921 21.378 9.789  -0.212
96 H 12.891 21.703 8.254  0.139
97 H 13.601 20.433 9.257  0.106
98 H 12.161 18.811 7.793  0.117
99 H 11.113 20.222 7.283  0.133
100 C 13.041 18.103 15.223  -0.171
101 C 12.911 17.141 14.099  -0.154
102 O 11.994 16.167 14.576  -0.222
103 S 12.130 15.938 16.217  0.719
104 O 13.296 15.127 16.454  -0.223
105 O 10.909 15.548 16.873  -0.209
106 O 12.404 17.570 16.357  -0.210
107 H 12.764 19.144 15.060  0.141
108 H 14.049 17.876 15.572  0.094
109 H 13.838 16.578 13.994  0.110
110 H 12.414 17.507 13.200  0.136
111 C 9.837 15.018 19.711  -0.145
112 C 8.628 14.259 19.056  -0.174
113 O 7.554 15.015 19.508  -0.209
114 S 7.919 16.627 19.884  0.783
115 O 7.693 16.904 21.328  -0.251
116 O 7.322 17.531 18.899  -0.254
117 O 9.540 16.438 19.579  -0.239
118 H 10.822 14.667 19.402  0.099
119 H 9.743 14.956 20.795  0.127
120 H 8.374 13.203 19.145  0.143
121 H 8.731 14.396 17.979  0.110
122 C 16.871 16.865 10.657  -0.193
123 C 15.795 16.474 11.705  -0.139
124 O 14.822 15.913 10.850  -0.239
125 S 14.799 16.481 9.349  0.711
126 O 13.732 17.443 9.310  -0.234
127 O 14.862 15.370 8.351  -0.250
128 O 16.240 17.245 9.479  -0.176
129 H 17.658 16.119 10.548  0.126
130 H 17.459 17.733 10.957  0.127
131 H 15.320 17.216 12.347  0.113
132 H 16.075 15.674 12.390  0.106
133 C 12.631 11.642 17.079  -0.097
134 C 11.560 11.542 16.053  -0.219
135 O 10.844 10.365 16.308  -0.193
136 S 11.837 9.161 16.821  0.674
137 O 12.195 8.290 15.733  -0.227
138 O 11.243 8.690 18.054  -0.241
139 O 13.028 10.201 17.113  -0.217
140 H 12.146 11.893 18.022  0.111
141 H 13.518 12.260 16.941  0.133
142 H 11.959 11.397 15.049  0.123
143 H 10.960 12.449 16.122  0.133

- net charge = 0
- Kohn-Sham gap (eV) = 10.330
- HOMO energy (eV) = -10.950
- largest force on an atom (eV/A) = 5.4
- energy above the lowest of the compared OMol25 structures with the same formula, charge and spin (kcal/mol) = 209.7